(1)
Here is the molecule C5H10FNO at a distorted geometry from OMol25. Energies are from ωB97M-V/def2-TZVPD.

Output
Lowest unoccupied orbital energy = 0.9 eV
Structure (SMILES) = CO/C=C(\CN)CF
Spin multiplicity = 1
E_HOMO = -0.3205 Eh
HOMO-LUMO gap = 9.5747 eV
ΔE to the lowest compared entry with this formula, charge and spin = 23.9 kcal per mole

Geometry (Å):
C: 2.93 -0.19 -0.29
O: 1.68 0.39 -0.10
C: 0.68 -0.50 0.00
C: -0.57 -0.26 0.34
C: -1.03 1.16 0.63
N: -1.75 1.85 -0.46
C: -1.59 -1.37 0.30
F: -2.51 -0.96 -0.67
H: 2.97 -0.54 -1.33
H: 3.69 0.57 -0.18
H: 3.10 -1.05 0.40
H: 0.97 -1.51 -0.23
H: -1.62 1.11 1.54
H: -0.17 1.75 0.91
H: -1.11 2.10 -1.20
H: -2.43 1.20 -0.84
H: -1.17 -2.29 -0.12
H: -2.07 -1.47 1.29

Löwdin atomic charge list, values in e, 6 entries:
1. C -0.098
2. O -0.111
3. C -0.152
4. C -0.198
5. C -0.216
6. N 0.014

---

(2)
Here is the molecule C5H10FNO2Si at a distorted geometry from OMol25. Energies are from ωB97M-V/def2-TZVPD.

Output
Lowest unoccupied orbital energy = -0.8 eV
Structure (SMILES) = C/C(=C/[N+](=O)[O-])[Si](C)(C)F
Spin multiplicity = 1
E_HOMO = -0.3873 Eh
HOMO-LUMO gap = 9.7736 eV
ΔE to the lowest compared entry with this formula, charge and spin = 20.1 kcal per mole

Geometry (Å):
C: -0.08 -1.86 -0.80
C: -1.13 -0.83 -0.51
C: -2.41 -1.18 -0.21
N: -3.38 -0.17 0.13
O: -4.43 -0.57 0.56
O: -2.97 0.98 0.16
Si: -0.60 1.00 -0.32
C: 1.34 0.93 -0.60
C: -0.79 1.85 1.36
F: -1.13 1.73 -1.63
H: 0.14 -1.90 -1.86
H: -0.33 -2.86 -0.55
H: 0.73 -1.54 -0.28
H: -2.98 -2.09 -0.20
H: 2.11 1.66 -0.45
H: 1.96 0.17 -0.09
H: 1.61 0.91 -1.66
H: 0.10 1.71 2.08
H: -0.73 3.01 1.23
H: -1.67 1.54 1.90

Löwdin atomic charge list, values in e, 6 entries:
1. C -0.077
2. C -0.179
3. C -0.013
4. N -0.379
5. O 0.101
6. O -0.009

---

(3)
Here is a cluster of 2 separate species, C5H10INS in total at a distorted geometry from OMol25. Energies are from ωB97M-V/def2-TZVPD.

Output
Lowest unoccupied orbital energy (alpha / beta) = -2.3 / -2.3 eV
Spin multiplicity = 1
E_HOMO (alpha / beta) = -0.2906 / -0.2906 Eh
HOMO-LUMO gap (alpha / beta) = 5.6278 / 5.6289 eV
ΔE to the lowest compared entry with this formula, charge and spin = 54.4 kcal per mole

Geometry (Å):
C: 0.22 1.55 0.44
C: -0.79 0.65 0.35
C: -0.03 2.90 0.93
C: 0.15 -2.88 -0.22
C: 0.48 -1.41 0.29
N: -0.72 -0.69 0.29
S: -0.97 -0.82 -2.45
I: -0.42 1.27 -3.27
H: 1.25 1.28 0.45
H: -1.83 1.02 0.10
H: 0.62 3.57 0.32
H: -1.07 3.09 1.02
H: 0.54 2.89 1.92
H: 0.93 -3.54 0.03
H: -0.80 -3.28 0.27
H: 0.03 -2.97 -1.25
H: 1.09 -1.61 1.20
H: 1.32 -1.01 -0.42

Löwdin atomic charge list, values in e, 6 entries:
1. C -0.150
2. C -0.298
3. C -0.094
4. C -0.128
5. C -0.355
6. N -0.002

---

(4)
Here is a structure of composition C5H10LuOP at a distorted geometry from OMol25. Energies are from ωB97M-V/def2-TZVPD.

Output
Lowest unoccupied orbital energy (alpha / beta) = 0.0 / 0.2 eV
Spin multiplicity = 1
E_HOMO (alpha / beta) = -0.1540 / -0.1463 Eh
HOMO-LUMO gap (alpha / beta) = 4.1956 / 4.1546 eV
ΔE to the lowest compared entry with this formula, charge and spin = 0.0 kcal per mole

Geometry (Å):
C: 1.91 0.26 -0.24
C: 1.80 -0.11 1.13
C: 1.11 -1.36 1.18
C: 0.86 -1.80 -0.16
C: 1.35 -0.79 -1.04
Lu: -0.37 0.19 0.26
P: -1.29 2.29 -1.05
H: 2.38 1.16 -0.63
H: 2.11 0.49 1.99
H: 0.90 -1.93 2.08
H: 1.37 -0.84 -2.13
H: 0.46 -2.76 -0.46
H: -1.34 2.20 -2.49
H: -0.56 3.51 -0.75
H: -2.65 2.56 -0.63
O: -2.34 -0.87 0.87
H: -3.22 -0.45 0.82
H: -2.47 -1.75 1.25

Löwdin atomic charge list, values in e, 6 entries:
1. C -0.285
2. C -0.261
3. C -0.272
4. C -0.254
5. C -0.263
6. Lu 0.838

---

(5)
Here is the ion C5H10N with charge +1 at a distorted geometry from OMol25. Energies are from ωB97M-V/def2-TZVPD.

Output
Lowest unoccupied orbital energy = -3.7 eV
Structure (SMILES) = C[C@]12C[C@H]1[C@@H]2[NH3+]
Spin multiplicity = 1
E_HOMO = -0.4726 Eh
HOMO-LUMO gap = 9.1246 eV
ΔE to the lowest compared entry with this formula, charge and spin = 73.8 kcal per mole
Net charge = +1

Geometry (Å):
C: -0.71 0.51 -1.47
C: -0.54 0.47 -0.05
C: -0.13 1.53 0.86
C: 0.96 0.51 0.80
C: -0.06 -0.63 0.86
N: 0.42 -1.83 0.19
H: -0.21 1.40 -1.84
H: -1.75 0.53 -1.74
H: -0.10 -0.30 -1.91
H: -0.73 1.53 1.82
H: -0.03 2.59 0.51
H: 1.93 0.59 0.22
H: -0.54 -0.79 1.72
H: 0.35 -2.78 0.68
H: 1.38 -1.57 0.01
H: -0.22 -1.76 -0.67

Löwdin atomic charge list, values in e, 6 entries:
1. C -0.028
2. C -0.275
3. C -0.112
4. C -0.005
5. C -0.242
6. N 0.228

---

(6)
Here is a cluster of 2 separate species, C5H10N in total at a distorted geometry from OMol25. Energies are from ωB97M-V/def2-TZVPD.

Output
Lowest unoccupied orbital energy (alpha / beta) = -6.2 / -4.9 eV
Spin multiplicity = 1
E_HOMO (alpha / beta) = -0.5482 / -0.5402 Eh
HOMO-LUMO gap (alpha / beta) = 8.6685 / 9.7636 eV
ΔE to the lowest compared entry with this formula, charge and spin = 181.3 kcal per mole
Net charge = +1

Geometry (Å):
C: 0.80 0.81 -0.20
C: 0.88 -0.40 0.79
C: -0.05 -0.48 -0.36
C: -0.04 1.99 0.24
C: -1.43 -1.02 -0.54
N: 1.00 -1.56 -0.10
H: 1.48 1.25 -0.96
H: 1.16 -0.02 2.90
H: -0.79 1.65 0.82
H: -0.42 2.55 -0.77
H: 0.64 2.83 0.67
H: -1.94 -1.41 0.31
H: -1.54 -1.80 -1.21
H: -2.16 -0.23 -1.06
H: 1.76 -1.70 -0.79
H: 0.66 -2.46 0.26

Löwdin atomic charge list, values in e, 6 entries:
1. C -0.196
2. C -0.056
3. C -0.270
4. C -0.063
5. C -0.004
6. N 0.168